Record 1
C24H21BaN4O2Se | ωB97M-V with the def2-TZVPD basis set

Values from the calculation:
**Maximum force**: 2.21 eV Å⁻¹
**Net charge**: -1
**Gap between HOMO and LUMO**: 0.281 hartree
**Calculated total energy**: -3723.8186 hartree
**LUMO energy**: 2.2 eV
**Energy above the lowest of the compared OMol25 structures with the same formula, charge and spin**: 70.25 kJ/mol

Last column: Mulliken charge in e.
CARTESIAN COORDINATES (ANGSTROEM)
1 Ba -0.18 0.53 -0.99  1.4394
2 C 4.09 0.37 0.12  -1.2306
3 C 4.06 0.13 -1.37  1.2176
4 C 5.08 0.59 -2.19  -0.8613
5 C 5.05 0.37 -3.56  -0.7215
6 C 3.99 -0.34 -4.11  -0.8501
7 C 2.96 -0.81 -3.32  1.3040
8 C 1.79 -1.55 -3.92  -1.2632
9 C 2.99 -0.57 -1.94  -0.2745
10 N 1.86 -0.94 -1.14  -0.1212
11 C 1.97 -2.09 -0.44  -0.4008
12 O 2.91 -2.88 -0.35  -0.7632
13 C 0.70 -2.43 0.38  0.3467
14 C 0.69 -3.51 1.24  -0.5055
15 C -0.47 -3.78 1.95  -0.3184
16 C -1.59 -2.99 1.80  -0.5131
17 C -1.52 -1.92 0.92  0.3071
18 N -0.39 -1.65 0.24  -0.0919
19 C -2.75 -1.00 0.71  -0.3159
20 O -3.80 -1.34 1.25  -0.7623
21 N -2.47 0.08 -0.05  -0.1704
22 C -3.56 0.97 -0.32  -0.2248
23 C -4.28 0.84 -1.51  1.2798
24 C -3.96 -0.29 -2.45  -1.1849
25 C -5.25 1.79 -1.82  -0.8917
26 C -5.52 2.84 -0.97  -0.7196
27 C -4.81 2.95 0.22  -0.8688
28 C -3.84 2.02 0.56  1.2447
29 C -3.08 2.14 1.86  -1.2345
30 H 5.06 0.78 0.42  0.4137
31 H 3.92 -0.56 0.67  0.2436
32 H 3.34 1.09 0.44  0.2033
33 H 5.90 1.14 -1.75  0.3302
34 H 5.85 0.75 -4.19  0.3931
35 H 3.96 -0.52 -5.18  0.3425
36 H 2.03 -1.87 -4.94  0.4084
37 H 0.91 -0.90 -3.99  0.1776
38 H 1.52 -2.42 -3.34  0.2678
39 H 1.59 -4.10 1.32  0.5057
40 H -0.50 -4.63 2.63  0.4028
41 H -2.52 -3.16 2.31  0.5034
42 H -3.88 -1.24 -1.93  0.2550
43 H -3.01 -0.12 -2.97  0.1400
44 H -4.72 -0.38 -3.22  0.4077
45 H -5.79 1.69 -2.76  0.3365
46 H -6.27 3.58 -1.22  0.3957
47 H -5.02 3.77 0.90  0.3351
48 H -3.54 2.88 2.51  0.4089
49 H -2.05 2.45 1.71  0.1993
50 H -3.05 1.19 2.39  0.2486
51 Se -0.71 2.23 -3.52  -0.4578
52 C 0.36 3.53 -2.70  0.2961
53 N 1.02 4.32 -2.16  -0.6081

Record 2
C24H21Br4F6N3O6S2SbTi | ωB97M-V with the def2-TZVPD basis set

Values from the calculation:
**Maximum force**: 1.20 eV Å⁻¹
**Net charge**: -2
**Gap between HOMO and LUMO (alpha / beta)**: 0.167 / 0.197 hartree
**Calculated total energy**: -14324.6427 hartree
**LUMO energy (alpha / beta)**: 3.2 / 1.5 eV
**Energy above the lowest of the compared OMol25 structures with the same formula, charge and spin**: 30.37 kJ/mol
**2S+1**: 4

Last column: Löwdin spin population.
CARTESIAN COORDINATES (ANGSTROEM)
1 Ti 1.26 -0.10 -0.06  1.0468
2 C -0.61 -3.91 4.21  0.0039
3 C -1.36 -2.63 3.87  0.0057
4 N -1.79 -2.58 2.48  0.0683
5 C -3.06 -3.22 2.18  0.0053
6 C -4.20 -2.22 2.08  0.0028
7 C -1.01 -2.08 1.45  0.1108
8 S 0.58 -1.50 1.93  0.0594
9 N -1.60 -2.11 0.28  0.0249
10 C -1.11 -1.69 -0.90  0.2704
11 O 0.07 -1.05 -1.01  0.0427
12 C -1.87 -1.87 -2.10  0.0286
13 C -3.14 -2.49 -2.07  0.0799
14 C -3.88 -2.65 -3.23  -0.0019
15 C -3.39 -2.20 -4.45  0.1039
16 C -2.14 -1.59 -4.50  -0.0023
17 C -1.38 -1.43 -3.35  0.0822
18 H -0.33 -3.92 5.27  0.0004
19 H 0.31 -3.97 3.62  0.0003
20 H -1.22 -4.79 4.01  0.0001
21 H -0.74 -1.76 4.08  0.0010
22 H -2.26 -2.54 4.48  0.0010
23 H -3.25 -3.94 2.98  0.0006
24 H -2.97 -3.78 1.25  0.0013
25 H -4.30 -1.64 3.00  0.0002
26 H -5.15 -2.73 1.90  0.0001
27 H -4.02 -1.53 1.25  0.0003
28 H -3.52 -2.84 -1.12  0.0058
29 H -4.85 -3.13 -3.17  -0.0030
30 H -3.97 -2.33 -5.36  0.0078
31 H -1.74 -1.24 -5.45  -0.0029
32 H -0.41 -0.95 -3.40  0.0058
33 Br 7.26 3.02 0.93  0.0266
34 C 5.62 2.45 0.21  0.1064
35 C 5.40 2.56 -1.21  0.0816
36 Br 6.77 3.24 -2.31  0.0194
37 C 4.22 2.18 -1.77  0.0390
38 Br 3.83 2.29 -3.59  0.0056
39 C 3.16 1.65 -0.96  0.1488
40 O 2.05 1.27 -1.40  0.2119
41 C 3.41 1.50 0.49  0.1606
42 O 2.50 0.97 1.19  0.1856
43 C 4.66 1.94 1.03  0.0245
44 Br 4.84 1.75 2.88  -0.0001
45 F 3.09 -1.20 -0.58  0.0207
46 Sb 3.65 -3.10 -0.68  0.0005
47 F 3.83 -3.05 1.18  0.0006
48 F 1.86 -3.62 -0.54  0.0004
49 F 4.22 -4.89 -0.79  0.0000
50 F 3.47 -2.95 -2.54  0.0001
51 F 5.41 -2.48 -0.84  0.0001
52 N -0.41 1.29 0.67  0.0112
53 C -0.53 2.68 0.31  0.0025
54 C -1.50 3.09 -0.60  0.0000
55 C -1.60 4.43 -0.93  0.0002
56 C -0.75 5.38 -0.36  -0.0005
57 C 0.22 4.94 0.53  0.0002
58 C 0.34 3.60 0.86  0.0000
59 S -0.95 7.11 -0.77  0.0000
60 O 0.07 7.79 0.01  0.0000
61 O -0.74 7.16 -2.21  0.0000
62 O -2.32 7.41 -0.37  0.0000
63 H -1.26 0.76 0.48  0.0010
64 H -0.25 1.18 1.67  0.0027
65 H -2.17 2.36 -1.04  0.0001
66 H -2.36 4.76 -1.63  0.0000
67 H 0.89 5.68 0.96  0.0000
68 H 1.09 3.27 1.57  0.0002

Record 3
C24H21ClGaN2P | ωB97M-V with the def2-TZVPD basis set

Values from the calculation:
**Maximum force**: 3.94 eV Å⁻¹
**Net charge**: +2
**Gap between HOMO and LUMO (alpha / beta)**: 0.181 / 0.181 hartree
**Calculated total energy**: -3762.3270 hartree
**LUMO energy (alpha / beta)**: -9.8 / -9.8 eV

Last column: natural (NBO) charge in e.
CARTESIAN COORDINATES (ANGSTROEM)
1 Ga 1.41 -0.44 0.25  1.3429
2 Cl 3.61 -0.38 0.03  -0.3688
3 P 0.21 -0.02 -2.29  1.0371
4 C -0.59 1.50 -2.99  -0.3868
5 C -1.82 1.53 -3.67  -0.1759
6 C -2.31 2.71 -4.25  -0.1954
7 C -1.61 3.91 -4.07  -0.1281
8 C -0.48 3.94 -3.24  -0.2252
9 C 0.01 2.74 -2.72  -0.1249
10 C 1.67 -0.28 -3.38  -0.4024
11 C 2.35 -1.50 -3.23  -0.2052
12 C 3.67 -1.68 -3.66  -0.1989
13 C 4.31 -0.61 -4.31  -0.1444
14 C 3.62 0.58 -4.59  -0.2012
15 C 2.30 0.72 -4.15  -0.1317
16 C -0.80 -1.33 -3.11  -0.3982
17 C -1.46 -2.25 -2.30  -0.1368
18 C -2.26 -3.28 -2.81  -0.2238
19 C -2.43 -3.34 -4.20  -0.1499
20 C -1.78 -2.45 -5.06  -0.1899
21 C -0.99 -1.44 -4.50  -0.1835
22 H 1.83 -2.34 -2.77  0.2218
23 H 4.18 -2.63 -3.46  0.2479
24 H 5.36 -0.72 -4.59  0.2459
25 H 4.11 1.38 -5.16  0.2491
26 H 1.75 1.62 -4.44  0.2258
27 H -2.39 0.62 -3.82  0.2409
28 H -3.22 2.70 -4.85  0.2516
29 H -1.99 4.84 -4.50  0.2472
30 H 0.03 4.89 -3.04  0.2480
31 H 0.92 2.76 -2.13  0.2040
32 H -1.36 -2.15 -1.23  0.1842
33 H -2.79 -3.99 -2.17  0.2456
34 H -3.09 -4.09 -4.62  0.2423
35 H -1.93 -2.48 -6.15  0.2535
36 H -0.51 -0.73 -5.15  0.2329
37 H -3.31 1.19 0.21  -0.0009
38 H -3.47 0.52 -0.20  0.0024
39 N 2.86 -0.02 6.05  -0.1584
40 C 1.97 0.01 5.29  0.2033
41 C 0.80 0.04 4.42  -0.1435
42 C -0.53 0.03 4.89  -0.0590
43 C -1.57 0.02 3.96  -0.2033
44 C -1.22 -0.07 2.61  0.0646
45 N 0.06 -0.12 2.16  -0.5393
46 C 1.06 0.02 3.05  0.0669
47 H -0.65 0.05 5.97  0.2759
48 H -2.63 0.06 4.24  0.2783
49 H -2.02 -0.08 1.87  0.2424
50 H 2.07 0.09 2.63  0.2209

Record 4
C24H21F9MnN3O4 | ωB97M-V with the def2-TZVPD basis set

Values from the calculation:
**Maximum force**: 4.33 eV Å⁻¹
**Net charge**: +1
**Gap between HOMO and LUMO (alpha / beta)**: 0.161 / 0.159 hartree
**Calculated total energy**: -3441.8625 hartree
**LUMO energy (alpha / beta)**: -6.0 / -5.9 eV
**2S+1**: 2

Last column: Löwdin spin population.
CARTESIAN COORDINATES (ANGSTROEM)
1 Mn 0.10 0.53 -0.25  0.8667
2 C 4.16 -6.32 5.04  0.0003
3 O 2.90 -6.80 5.51  0.0061
4 C 1.81 -6.54 4.82  0.0080
5 C 1.79 -5.81 3.62  0.0007
6 C 0.59 -5.56 3.00  0.0067
7 C -0.62 -6.06 3.54  0.0051
8 C -0.58 -6.85 4.71  0.0045
9 C 0.61 -7.06 5.35  0.0004
10 N -1.82 -5.84 2.94  0.0152
11 N -2.04 -4.97 2.09  0.0177
12 C -1.60 -3.71 2.01  0.0058
13 C -1.21 -2.95 3.14  0.0028
14 C -0.81 -1.65 3.04  -0.0032
15 C -0.71 -1.04 1.77  0.0047
16 O -0.23 0.13 1.56  -0.0152
17 C -1.15 -1.77 0.63  -0.0011
18 N -1.03 -1.10 -0.54  -0.0052
19 C -1.43 -1.70 -1.66  -0.0052
20 C -1.98 -2.98 -1.65  0.0026
21 C -2.08 -3.68 -0.47  -0.0009
22 C -1.65 -3.07 0.71  0.0018
23 H 4.89 -6.63 5.78  0.0000
24 H 4.16 -5.23 4.95  0.0001
25 H 4.41 -6.77 4.07  0.0001
26 H 2.70 -5.45 3.17  -0.0001
27 H 0.57 -5.01 2.07  0.0001
28 H -1.50 -7.26 5.09  0.0001
29 H 0.65 -7.63 6.27  -0.0001
30 H -1.24 -3.42 4.12  -0.0002
31 H -0.53 -1.08 3.92  -0.0002
32 H -1.32 -1.15 -2.58  -0.0005
33 H -2.33 -3.41 -2.58  0.0002
34 H -2.50 -4.68 -0.43  0.0001
35 C -1.41 3.08 -2.72  0.0005
36 C -1.54 2.85 -1.22  0.0027
37 C -2.92 2.31 -0.84  0.0007
38 C -1.21 4.12 -0.44  0.0010
39 O -0.57 1.87 -0.86  0.0417
40 H -2.08 3.88 -3.03  0.0002
41 H -1.66 2.17 -3.27  -0.0001
42 H -0.38 3.36 -2.96  0.0001
43 H -3.69 3.05 -1.06  0.0003
44 H -2.94 2.08 0.22  0.0000
45 H -3.13 1.40 -1.41  -0.0001
46 H -1.94 4.90 -0.68  -0.0002
47 H -0.22 4.48 -0.70  0.0001
48 H -1.25 3.92 0.63  -0.0001
49 F 3.66 -2.23 0.83  -0.0001
50 C 3.86 -1.00 0.35  0.0001
51 F 5.09 -0.94 -0.16  0.0001
52 F 3.79 -0.15 1.38  0.0000
53 C 2.79 -0.63 -0.71  0.0016
54 O 1.55 -0.73 -0.15  0.0303
55 C 2.86 -1.61 -1.93  0.0014
56 F 2.84 -2.89 -1.52  0.0001
57 F 3.94 -1.43 -2.69  0.0003
58 F 1.77 -1.44 -2.71  0.0001
59 C 3.04 0.82 -1.22  0.0000
60 F 4.25 1.09 -1.67  0.0002
61 F 2.75 1.70 -0.23  0.0021
62 F 2.16 1.10 -2.21  -0.0003